(1)
Below is a structure of composition C21H56AsF6O21S7 at a distorted geometry, with properties calculated with wB97M-V/def2-TZVPD.

Last column: Mulliken charge in e.
Geometry (Å):
As (-1.420570, 4.799310, -5.658070)  1.962
F (-1.890840, 4.346190, -7.372880)  -0.482
F (-0.280970, 5.987640, -6.211650)  -0.397
F (-1.027840, 5.138830, -3.983620)  -0.564
F (-2.602580, 3.555160, -5.058340)  -0.447
F (-0.094410, 3.553620, -5.650460)  -0.403
F (-2.695030, 6.076040, -5.659040)  -0.478
O (2.653390, 7.047980, 0.076510)  -0.647
S (1.853230, 6.902570, -1.161200)  1.070
O (1.295570, 8.051850, -1.881220)  -0.540
O (2.739200, 6.027550, -2.208680)  -0.449
C (2.297550, 5.804350, -3.482740)  1.001
C (3.523370, 5.846710, -4.325270)  -1.089
C (0.549890, 5.618660, -0.919920)  -0.585
H (1.542070, 6.495580, -3.856300)  -0.098
H (1.764210, 4.868530, -3.649740)  -0.113
H (3.223880, 5.842290, -5.373310)  -0.031
H (4.189200, 4.986840, -4.251860)  0.357
H (4.036400, 6.807820, -4.291150)  0.394
H (-0.124230, 5.891820, -0.108110)  0.550
H (0.996650, 4.659720, -0.657360)  0.324
H (0.009390, 5.511000, -1.860330)  -0.089
O (-6.617100, 0.741130, -8.301990)  -0.610
S (-6.359640, 1.857850, -7.380060)  1.141
O (-7.496660, 2.742710, -7.013530)  -0.640
O (-5.888570, 1.129560, -5.926650)  -0.349
C (-5.390390, 2.057150, -4.904760)  -0.172
C (-4.241130, 1.239840, -4.374520)  -0.582
C (-4.792370, 2.807500, -7.994660)  -0.726
H (-6.176030, 2.158230, -4.155990)  0.282
H (-4.972880, 3.001320, -5.254530)  0.203
H (-4.436720, 0.331350, -3.804870)  0.469
H (-3.600000, 1.887600, -3.776640)  -0.110
H (-3.623370, 0.860720, -5.188610)  0.141
H (-4.605470, 3.668650, -7.353100)  0.264
H (-5.030850, 3.182280, -8.990040)  0.447
H (-3.892600, 2.193860, -8.038850)  0.136
O (0.440320, 2.670400, -11.250340)  -0.579
S (-0.944180, 2.348470, -10.905720)  1.158
O (-1.724180, 1.264730, -11.485380)  -0.635
O (-1.089620, 2.378350, -9.274890)  0.038
C (-0.209200, 1.591120, -8.477530)  -0.049
C (-1.104650, 0.650240, -7.687080)  -1.021
C (-1.897950, 3.853990, -11.247090)  -0.733
H (0.550490, 2.159820, -7.941300)  -0.271
H (0.287270, 0.915470, -9.174030)  0.634
H (-0.685240, -0.084230, -6.999510)  0.383
H (-1.770180, 0.122120, -8.369920)  0.363
H (-1.704520, 1.331990, -7.084210)  -0.058
H (-2.895630, 3.625570, -10.872180)  0.179
H (-1.985430, 3.845530, -12.333550)  0.428
H (-1.287880, 4.614400, -10.759560)  0.190
O (0.424150, 10.960930, -6.966730)  -0.579
S (0.565490, 10.198640, -8.248190)  1.211
O (0.437300, 10.811530, -9.603370)  -0.669
O (2.060770, 9.485660, -8.278310)  -0.357
C (2.616420, 8.985870, -7.110930)  0.301
C (3.867840, 8.257900, -7.548880)  -1.308
C (-0.574410, 8.717300, -8.226120)  -0.128
H (2.029300, 8.278420, -6.525350)  -0.004
H (2.925870, 9.733980, -6.381090)  0.349
H (4.345160, 9.094050, -8.059890)  0.449
H (3.596870, 7.450780, -8.229490)  0.142
H (4.428590, 7.800940, -6.733500)  0.330
H (-0.447100, 8.287150, -9.219530)  0.427
H (-1.614790, 9.005510, -8.075650)  0.057
H (-0.422860, 7.943540, -7.473510)  -0.315
O (6.520480, 4.116440, -8.690100)  -0.607
S (5.312790, 3.908780, -9.453100)  1.119
O (4.906790, 2.647120, -10.029620)  -0.587
O (3.982890, 4.658130, -8.729330)  -0.231
C (2.678510, 4.102790, -9.072720)  -0.628
C (1.728370, 4.788610, -8.133330)  0.264
C (5.453890, 5.057870, -10.851530)  -0.947
H (2.654960, 3.032450, -8.867990)  0.362
H (2.464530, 4.267880, -10.128680)  0.335
H (2.122310, 5.798660, -8.020570)  -0.350
H (1.822840, 4.401460, -7.118790)  0.002
H (0.726930, 5.002220, -8.506940)  0.217
H (6.239500, 4.690100, -11.511570)  0.395
H (5.771780, 6.009160, -10.424810)  0.297
H (4.496670, 5.097230, -11.371420)  0.291
O (-0.506240, 0.287860, -0.385670)  -0.620
S (-0.254810, 1.737970, -0.315360)  1.140
O (0.275740, 2.356010, 0.905850)  -0.590
O (0.640510, 2.171960, -1.601250)  -0.249
C (0.513110, 1.425090, -2.840030)  0.386
C (1.692260, 0.381910, -2.938720)  -1.386
C (-1.846360, 2.592760, -0.688850)  -0.455
H (0.722020, 2.101700, -3.668680)  -0.212
H (-0.461150, 0.941850, -2.913430)  0.350
H (1.891680, -0.328690, -2.136610)  0.350
H (2.640630, 0.888680, -3.117310)  0.353
H (1.545510, -0.309380, -3.768580)  0.376
H (-1.638930, 3.649430, -0.857740)  0.149
H (-2.473460, 2.427650, 0.187270)  0.400
H (-2.272100, 2.127270, -1.577760)  0.003
O (-4.872270, 10.842340, -4.575020)  -0.644
S (-3.877970, 10.681090, -5.634110)  1.162
O (-3.608920, 11.875700, -6.477760)  -0.612
O (-2.403220, 10.202620, -4.885840)  -0.260
C (-2.416740, 9.175490, -3.860430)  -0.358
C (-0.995860, 8.695230, -3.898430)  0.022
C (-4.204690, 9.192860, -6.687440)  -0.343
H (-2.982370, 8.329920, -4.251800)  0.178
H (-2.714900, 9.391170, -2.834430)  0.286
H (-0.625110, 8.768670, -4.920800)  -0.046
H (-0.924290, 7.661050, -3.561600)  -0.196
H (-0.341640, 9.287190, -3.258370)  0.366
H (-4.138920, 9.572290, -7.707150)  0.452
H (-5.059970, 8.634270, -6.307220)  0.368
H (-3.351320, 8.560760, -6.441890)  -0.376

Forces on atoms 1 to 2 (eV/Å):
As -1.112 -1.393 -0.494
F 0.706 0.609 2.103

Summary:
HOMO level = -9.2 eV
ΔE to the lowest compared entry with this formula, charge and spin = 5.772 eV
Gap between HOMO and LUMO = 0.3996 Eh
Charge = -1

---

(2)
Below is the molecule C5H10O2, with properties calculated with wB97M-V/def2-TZVPD.

Last column: Mulliken charge in e.
Geometry (Å):
C (2.260282, -0.524007, 0.803743)  -0.758
O (0.880947, -0.577656, 0.518681)  -0.325
C (0.576385, -0.086012, -0.774980)  -0.772
C (-0.924237, -0.028219, -0.970473)  -0.151
C (-1.866767, -0.558168, 0.091668)  -0.599
C (-1.687562, 0.917617, -0.090679)  -0.120
O (-0.989419, 1.689755, 0.839589)  -0.573
H (2.859970, -0.962919, -0.008538)  0.296
H (2.427030, -1.099725, 1.718256)  0.241
H (2.592820, 0.513327, 0.960715)  0.309
H (0.997373, 0.928966, -0.879886)  0.343
H (1.047904, -0.723107, -1.538265)  0.516
H (-1.237634, -0.124725, -2.007065)  0.402
H (-2.792945, -1.020606, -0.239457)  0.276
H (-1.419302, -1.005916, 0.974319)  0.181
H (-2.502907, 1.493782, -0.519312)  0.371
H (-0.221942, 1.167610, 1.121685)  0.362

Forces on atoms 1 to 2 (eV/Å):
C 0.240 0.003 0.082
O -0.028 0.008 0.018

Summary:
HOMO level = -9.2 eV
ΔE to the lowest compared entry with this formula, charge and spin = 2.594 eV
Gap between HOMO and LUMO = 0.3724 Eh